No. 1
15
Properties=species:S:1:pos:R:3 method="wB97M-V/def2-TZVPD" total_charge=+2 multiplicity=1 molar_mass_da=122.13 gap_ev="7.3 / 7.5" homo_ev="-18.02 / -18.95"
C -0.09266 -2.30606 0.74207
C -1.18554 0.93480 0.39646
C 0.59951 -0.51028 0.24381
C 0.77689 0.52144 -0.73182
C -0.59924 -0.23280 1.08805
N -0.36174 1.32547 -0.53259
N 1.04302 -1.74964 0.44810
N -1.13210 -1.67923 1.20317
N 1.78629 0.64349 -1.61119
H -2.00527 1.55494 0.50742
H 1.77741 1.33983 -2.35309
H -0.67682 2.13474 -1.01538
H -0.40028 0.21700 2.08335
H -2.04223 -2.10583 1.21422
H 2.51277 -0.08786 -1.68258

---

No. 2
137
Properties=species:S:1:pos:R:3 method="wB97M-V/def2-TZVPD" total_charge=+1 multiplicity=1 molar_mass_da=1507.72 gap_ev=9.5 homo_ev=-11.76
N 1.84374 -2.91447 -0.24628
C 2.79605 -2.11893 -0.21212
C 2.78216 -0.89159 0.63572
C 2.83295 0.42901 -0.17520
P 4.61412 0.90521 -0.30993
O 4.73502 2.18543 -1.03733
C 2.29318 0.34004 -1.58407
C 0.78798 0.01439 -1.53693
C -0.04068 0.87188 -0.56792
C -1.35343 0.21941 -0.10308
C -1.23839 -1.19402 0.37251
F -0.44852 -1.29328 1.51787
C 0.67457 1.36248 0.69060
N 2.15086 1.54531 0.52652
H 2.05159 -3.69179 -0.87183
H 3.68647 -2.28787 -0.82229
H 3.69630 -0.93253 1.23387
H 1.96726 -0.92503 1.34863
H 5.19396 -0.14988 -1.04337
H 5.15380 0.90227 0.99348
H 2.83307 -0.38870 -2.16848
H 2.42660 1.30337 -2.07245
H 0.40103 0.22522 -2.52543
H 0.67247 -1.04891 -1.39361
H -0.31801 1.75727 -1.11682
H -2.07415 0.24676 -0.91008
H -1.73474 0.83102 0.70692
H -0.84755 -1.88207 -0.36610
H -2.23163 -1.54084 0.62945
H 0.49118 0.76387 1.56845
H 0.27762 2.34330 0.91907
H 2.40014 2.43759 0.08151
H 2.55157 1.60059 1.46966
Cl 8.57015 2.60191 -4.92928
C 7.36969 3.82608 -4.43471
C 6.20380 3.21595 -3.69548
Cl 5.18268 2.20455 -4.75386
H 7.04826 4.35617 -5.32769
H 7.88388 4.52950 -3.78171
H 5.56674 4.00547 -3.30088
H 6.53476 2.59777 -2.86678
Cl -3.06166 3.03285 -1.59661
C -2.61394 4.57466 -0.82458
C -1.50780 5.27519 -1.56743
Cl 0.03815 4.38436 -1.44243
H -2.33411 4.36388 0.20475
H -3.50792 5.19666 -0.81553
H -1.34363 6.26373 -1.14297
H -1.73901 5.38682 -2.62328
Cl 7.73591 1.75374 -0.65018
C 9.31906 0.93393 -0.52754
C 9.88449 0.69344 -1.90017
Cl 8.93533 -0.53919 -2.77544
H 9.19103 0.00698 0.02425
H 9.97466 1.58473 0.04851
H 10.90484 0.32002 -1.83107
H 9.89149 1.60393 -2.49529
Cl 4.99249 -0.57782 3.12361
C 3.83434 -1.56423 4.05809
C 2.46621 -1.57506 3.42284
Cl 1.67574 0.02636 3.49377
H 3.80701 -1.16890 5.07021
H 4.22577 -2.57954 4.09211
H 1.81978 -2.27533 3.94842
H 2.51279 -1.87117 2.37816
Cl -5.27411 4.65116 1.49096
C -6.94394 4.26065 0.98468
C -6.98645 3.49382 -0.30997
Cl -6.47973 4.49066 -1.70292
H -7.49457 5.19403 0.91831
H -7.38152 3.66137 1.78130
H -8.00530 3.16816 -0.50988
H -6.34521 2.61576 -0.27854
Cl -7.86373 7.16066 2.37317
C -7.98065 7.60588 4.09445
C -7.47289 6.50571 4.98993
Cl -8.53143 5.07223 4.95883
H -9.01789 7.85139 4.30688
H -7.37863 8.50214 4.23465
H -7.43971 6.85708 6.01994
H -6.47422 6.18846 4.69923
Cl 12.60683 -4.14993 -5.91506
C 11.42185 -2.89636 -5.47006
C 10.22492 -3.47091 -4.75874
Cl 9.21499 -4.46998 -5.83647
H 11.13071 -2.37212 -6.37677
H 11.93354 -2.19427 -4.81325
H 9.59494 -2.66415 -4.39125
H 10.52200 -4.08728 -3.91369
Cl -10.24810 1.86200 -1.31193
C -10.35996 2.44179 -2.99620
C -10.20868 3.93829 -3.09527
Cl -11.59338 4.80211 -2.38102
H -11.31274 2.10802 -3.39869
H -9.56058 1.95528 -3.55296
H -10.15496 4.23096 -4.14258
H -9.30573 4.28146 -2.59531
Cl 11.18875 0.85676 3.14387
C 10.00049 2.15506 3.42022
C 8.68039 1.62173 3.91263
Cl 7.83631 0.67636 2.65610
H 9.88206 2.70416 2.48886
H 10.42564 2.82578 4.16490
H 8.02784 2.45007 4.18350
H 8.80346 0.98179 4.78249
Cl -0.01753 0.61133 9.41818
C 0.54283 1.75940 8.17905
C 1.09328 1.05718 6.96465
Cl 2.62476 0.21263 7.31805
H 1.28638 2.40904 8.63408
H -0.31631 2.36368 7.89200
H 1.30470 1.78340 6.18131
H 0.39023 0.32536 6.57517
Cl -4.80189 -4.33884 -0.99886
C -3.92877 -4.41861 0.55255
C -4.71926 -3.82058 1.68728
Cl -4.89772 -2.04949 1.53305
H -2.97410 -3.91356 0.42476
H -3.73858 -5.47094 0.75601
H -4.20566 -4.00660 2.62933
H -5.71387 -4.24729 1.74866
Cl -9.02080 -6.69590 -0.88272
C -7.46441 -7.56230 -0.87463
C -7.08483 -8.02976 0.50589
Cl -6.68673 -6.66707 1.59099
H -6.70959 -6.90004 -1.29228
H -7.57413 -8.42035 -1.53004
H -6.19905 -8.66024 0.44978
H -7.88449 -8.60083 0.97024
Cl -7.50354 -7.85491 -4.06585
C -7.37465 -9.16917 -5.26315
C -8.49380 -10.16620 -5.11681
Cl -8.36015 -11.09623 -3.60151
H -6.40295 -9.64092 -5.14124
H -7.41440 -8.70981 -6.24945
H -8.45815 -10.88200 -5.93629
H -9.46500 -9.67810 -5.12532

---

No. 3
87
Properties=species:S:1:pos:R:3 method="wB97M-V/def2-TZVPD" total_charge=0 s2=2.041 multiplicity=3 molar_mass_da=742.06 gap_ev="7.7 / 8.2" homo_ev="-7.24 / -9.03"
Pd -1.39148 -0.56386 0.12400
C 0.53845 -3.41527 0.05944
Si -0.99971 -2.74032 0.90131
C -2.38874 -3.89962 0.42302
C -0.81763 -2.80296 2.77586
C -0.55445 -3.97234 3.49516
C -0.48621 -3.94956 4.87927
C -0.68801 -2.75601 5.56576
C -0.95551 -1.59177 4.86341
C -1.02016 -1.60387 3.46755
Si -1.36475 -0.10246 2.39798
C -3.05649 0.62066 2.77774
C -0.08249 1.22781 2.70212
H 0.80742 -4.35845 0.54618
H 1.39269 -2.74794 0.10064
H 0.33800 -3.62678 -0.99320
H -2.12138 -4.91272 0.74108
H -2.54858 -3.90887 -0.65563
H -3.32959 -3.62603 0.90089
H -0.40482 -4.91328 2.97450
H -0.28212 -4.86048 5.42851
H -0.64006 -2.73987 6.64762
H -1.11465 -0.66812 5.41144
H -3.16098 0.75484 3.85921
H -3.86896 -0.02463 2.43960
H -3.15445 1.60105 2.30606
H -0.16456 1.57376 3.73817
H -0.25741 2.07375 2.03524
H 0.93340 0.86167 2.54888
B -5.47590 -1.06969 -2.31497
C -4.18758 -1.17895 -1.40652
N -3.22666 -1.19068 -0.76296
H -5.62263 -2.11573 -2.90025
H -5.25724 -0.15052 -3.08640
H -6.40701 -0.81146 -1.58184
O 0.71293 -0.20320 -0.78448
P 2.12160 0.28901 -0.88378
C 2.27542 1.71103 -1.94552
C 1.18417 2.73803 -1.85163
C 1.50282 4.00507 -2.56699
C 2.57622 4.12317 -3.38400
C 3.48814 3.05062 -3.55243
C 3.32810 1.87201 -2.80100
C 3.22307 -0.98583 -1.52338
C 4.52988 -1.15334 -1.07619
C 5.32818 -2.14995 -1.62131
C 4.82253 -2.97957 -2.61123
C 3.51772 -2.81654 -3.06042
C 2.71917 -1.82303 -2.51840
C 2.78765 0.78727 0.72207
C 3.30151 2.06414 0.93063
C 3.76560 2.43614 2.18583
C 3.72474 1.53336 3.23704
C 3.21722 0.25531 3.03645
C 2.74845 -0.11399 1.78686
H 0.88693 2.92443 -0.81153
H 0.81119 4.83025 -2.45168
H 2.74717 5.05066 -3.91600
H 4.32881 3.14898 -4.22442
H 4.07268 1.08964 -2.89339
H 4.92483 -0.51064 -0.29870
H 6.34252 -2.28005 -1.26746
H 5.44451 -3.75922 -3.03174
H 3.12252 -3.46789 -3.82881
H 1.69569 -1.70078 -2.85205
H 3.34223 2.77354 0.11307
H 4.15662 3.43350 2.33922
H 4.08453 1.82484 4.21534
H 3.17513 -0.45052 3.85580
H 2.33452 -1.10250 1.65033
N -1.62233 2.10599 -3.75529
C -2.33769 1.23135 -2.82567
P -2.62286 2.08631 -1.24939
O -2.68828 3.62206 -1.68646
O -1.57785 1.79642 -0.21647
C -4.33265 1.86201 -0.64280
N -4.74196 3.13866 -0.03216
H 0.27067 2.30803 -2.29789
H -2.07949 3.00660 -3.82223
H -1.61606 1.69438 -4.67945
H -1.70871 0.36986 -2.59082
H -3.29967 0.84538 -3.18332
H -4.38486 1.00508 0.02704
H -4.97013 1.64449 -1.50173
H -3.43030 4.01889 -1.17210
H -4.43274 3.18695 0.93163
H -5.74981 3.22230 -0.02789

---

No. 4
14
Properties=species:S:1:pos:R:3 method="wB97M-V/def2-TZVPD" total_charge=0 multiplicity=1 molar_mass_da=88.09 gap_ev="6.3 / 8.2" homo_ev="-7.22 / -8.27"
C 0.52462 0.16638 -0.51311
C -0.58271 -0.32310 0.29533
C 1.30605 1.27464 0.05837
C -0.97282 -1.76509 -0.02299
P -2.22309 0.80213 -0.26855
H 0.51611 0.05659 -1.65234
H -0.25200 -0.21499 1.33530
H 1.30139 1.16992 1.09559
H 0.67223 2.21449 -0.24660
H 2.27733 1.37270 -0.26924
H -1.89098 -1.88793 0.63784
H -0.25048 -2.41928 0.29342
H -1.37080 -1.73737 -1.02230
H -1.60419 2.11366 -0.38401